DFT (ωB97M-V/def2-TZVPD) results for a 2-piece molecular cluster, CHNO2 overall at a distorted geometry.

The geometry in XYZ format:
```
5
Properties=species:S:1:pos:R:3:lowdin_charge:R:1
C -0.871 0.404 0.021 -0.067
N 1.253 -0.710 -0.794 0.023
O -1.886 0.794 -0.421 0.067
O 1.811 -0.953 0.212 -0.078
H -0.308 0.465 0.981 0.055
```

For the HOMO energy (spin up / spin down), the calculation gives -7.4 / -7.4 eV. For the energy above the lowest of the compared OMol25 structures with the same formula, charge and spin, the calculation gives 2.363 eV. Its energy is -6632.9891 eV. As for the spin multiplicity: 1.